No. 1
51
Properties=species:S:1:pos:R:3:mulliken_charge:R:1 method="wB97M-V/def2-TZVPD" s_squared=0.754 total_charge=+2 multiplicity=2
Ru 0.11 0.23 -1.11 0.291
N -1.62 1.44 2.74 0.071
C -1.28 1.48 1.47 -0.457
N -0.95 0.44 0.76 -0.401
C -1.02 -0.84 1.36 0.770
N -0.92 -1.90 0.63 -0.962
N -0.82 -1.50 -0.69 0.803
C -1.58 -2.03 -1.57 -0.743
C -1.78 -1.21 -2.76 0.894
C -2.48 -1.63 -3.87 -0.934
C -2.73 -0.71 -4.89 -0.242
C -2.28 0.59 -4.75 -0.938
C -1.57 0.93 -3.61 -0.030
N -1.33 0.06 -2.63 0.233
C -1.25 -0.93 2.79 0.603
C -1.19 -2.14 3.49 -0.451
C -1.45 -2.16 4.84 -0.840
C -1.79 -0.98 5.51 -0.438
C -1.86 0.22 4.84 -0.974
C -1.58 0.24 3.48 0.292
H -1.90 2.29 3.21 0.290
H -1.28 2.46 1.00 0.551
H -2.17 -2.91 -1.35 0.496
H -2.83 -2.65 -3.94 0.468
H -3.27 -1.01 -5.78 0.450
H -2.46 1.33 -5.51 0.441
H -1.20 1.94 -3.48 0.461
H -0.94 -3.04 2.95 0.542
H -1.41 -3.09 5.38 0.449
H -2.01 -1.01 6.57 0.432
H -2.12 1.14 5.36 0.422
N 1.01 2.13 -1.72 -0.444
C 2.02 1.83 -2.79 -0.475
C 2.35 0.35 -2.76 0.571
O 3.44 -0.09 -2.94 -0.529
O 1.26 -0.40 -2.54 -0.468
H 0.35 2.82 -2.05 0.307
H 1.51 2.57 -0.95 0.311
H 2.92 2.43 -2.67 0.407
H 1.58 2.05 -3.76 0.336
I 2.35 -2.76 -0.65 0.253
C 2.69 -0.93 0.26 -0.096
C 3.88 -0.83 0.97 -0.645
C 4.16 0.31 1.70 -0.365
C 3.22 1.33 1.73 -1.260
C 2.07 1.17 0.99 -0.202
N 1.80 0.08 0.23 0.729
H 4.58 -1.66 0.95 0.461
H 5.09 0.40 2.25 0.435
H 3.36 2.23 2.30 0.477
H 1.31 1.94 1.00 0.650



No. 2
23
Properties=species:S:1:pos:R:3:mulliken_charge:R:1 method="wB97M-V/def2-TZVPD" total_charge=+1
C -2.36 0.29 0.48 -0.812
C -4.19 0.16 0.04 -0.103
C 3.83 -1.30 -0.37 -1.195
C -4.83 -0.71 -0.73 -0.685
C -0.82 0.30 0.10 0.275
C 2.83 -0.36 0.26 0.228
N -0.05 1.28 0.41 -0.248
N 2.43 0.83 -0.36 -0.674
F 1.61 -1.12 0.44 -0.347
H -2.47 1.37 0.89 0.169
H -2.53 -0.32 1.39 0.354
H 4.22 -1.88 0.44 0.368
H 3.57 -1.73 -1.38 0.332
H 4.74 -0.73 -0.62 0.400
H -4.63 -1.48 -1.36 0.365
H -5.83 -0.49 -0.62 0.253
H -0.23 -0.55 -0.10 0.411
H 2.96 -0.03 1.29 0.284
H -0.41 2.17 0.78 0.232
H 1.00 1.14 0.06 0.433
H 2.58 0.74 -1.45 0.278
H 3.18 1.54 -0.22 0.333
H -4.59 0.88 0.64 0.349



No. 3
39
Properties=species:S:1:pos:R:3:mulliken_charge:R:1 method="wB97M-V/def2-TZVPD" smiles="C=CCNC=C.O.O.O.O.O.O.O.O"
C 0.74 2.39 -1.90 -1.403
C 0.48 2.92 -0.71 0.314
N 0.28 2.14 0.45 -0.147
C -0.62 2.74 1.45 -0.460
C -2.17 1.30 2.79 -0.989
C -1.86 1.93 1.67 0.100
H 0.92 1.33 -2.02 0.362
H 0.93 3.10 -2.70 0.397
H 0.29 3.97 -0.54 0.292
H 0.07 1.19 0.18 0.103
H -0.90 3.74 1.10 0.303
H -0.06 2.93 2.37 0.296
H -3.12 0.77 2.89 0.313
H -1.58 1.18 3.69 0.268
H -2.48 1.88 0.79 0.252
H -2.06 2.91 -1.83 0.314
H -1.25 2.48 -2.99 0.353
O -1.91 3.14 -2.75 -0.647
H -0.02 -1.57 -1.07 0.195
H 0.67 -1.54 0.37 0.270
O 0.77 -1.34 -0.57 -0.328
H 3.06 -0.84 2.00 0.325
H 2.49 0.13 2.99 0.284
O 2.44 -0.80 2.74 -0.606
H 0.65 -3.48 -0.92 0.343
H -0.71 -3.80 -1.59 0.286
O 0.24 -3.87 -1.69 -0.666
H -1.64 -1.29 1.58 0.295
H -2.49 -2.56 1.84 0.296
O -1.70 -2.09 2.12 -0.625
H 2.81 -1.38 -1.01 0.283
H 2.94 -1.50 -2.46 0.324
O 3.45 -1.15 -1.71 -0.647
H -2.44 -1.05 -2.43 0.318
H -1.34 -1.97 -2.77 0.272
O -1.55 -1.03 -2.80 -0.614
H 0.24 -2.60 2.19 0.303
H 1.76 -3.04 2.04 0.275
O 0.91 -2.96 1.59 -0.602



No. 4
DFT (the ωB97M-V functional and the def2-TZVPD basis) results for a molecular structure, H24O12 in a non-equilibrium geometry.

Geometry as XYZ:
```
36
Properties=species:S:1:pos:R:3:mulliken_charge:R:1
O -15.88 0.08 20.22 -0.410
H -15.14 0.83 19.99 0.349
H -15.89 -0.27 21.38 0.659
H -16.13 -0.72 19.50 0.353
O -15.85 -2.17 18.73 -0.994
H -16.21 -2.55 17.89 0.100
O -13.28 -1.79 19.54 -0.758
H -13.08 -2.52 20.05 0.336
H -14.31 -1.74 19.52 0.390
O -17.80 2.01 18.71 -0.576
H -17.97 2.49 17.89 0.273
H -17.90 1.09 18.40 0.355
O -15.75 -2.22 24.18 -0.658
H -14.96 -2.58 23.67 0.303
H -16.26 -1.64 23.60 0.446
O -17.23 -0.61 22.54 -0.765
H -18.06 -1.08 22.20 0.342
H -17.72 0.18 22.98 0.328
O -16.83 -3.61 20.69 -0.672
H -17.77 -3.62 20.45 0.290
H -16.54 -2.88 20.03 0.373
O -14.43 -0.17 16.70 -0.608
H -13.58 0.23 16.81 0.293
H -14.31 -0.77 17.40 0.261
O -13.05 -0.16 21.57 -0.617
H -13.00 -0.85 20.84 0.411
H -12.47 -0.49 22.27 0.239
O -17.91 -0.78 17.87 -0.654
H -18.12 -1.02 16.95 0.333
H -17.16 -1.29 18.02 0.303
O -15.40 2.35 22.27 -0.598
H -14.62 2.45 22.84 0.298
H -15.18 2.97 21.54 0.306
O -13.98 2.09 19.10 -0.646
H -13.90 2.57 18.31 0.262
H -12.98 2.20 19.63 0.355
```



No. 5
89
Properties=species:S:1:pos:R:3:mulliken_charge:R:1 method="wB97M-V/def2-TZVPD" smiles=CC1(C)CCCC(C)(C)N1O.CC1(C)CCCC(C)(C)N1O.COC[C@H](C)N.CO.CO
C 1.35 2.20 -3.05 -1.389
C 1.38 1.13 -4.15 1.969
C 2.20 1.60 -5.34 -1.346
C 3.71 1.58 -5.04 -0.648
C 4.13 0.18 -4.59 -1.328
C 3.30 -0.40 -3.45 1.846
N 1.89 -0.20 -3.78 -0.292
O 1.10 -0.76 -2.73 -0.007
C 3.56 -1.91 -3.38 -1.971
C 3.72 0.21 -2.10 -1.562
C -0.06 0.93 -4.64 -2.371
H 0.91 1.79 -2.14 -0.077
H 0.69 3.01 -3.36 0.492
H 2.31 2.64 -2.78 0.305
H 2.01 0.93 -6.18 0.395
H 1.91 2.62 -5.58 0.403
H 3.93 2.30 -4.26 0.324
H 4.28 1.84 -5.94 0.404
H 5.18 0.21 -4.27 0.419
H 4.09 -0.49 -5.45 0.389
H 3.02 -2.42 -4.18 0.436
H 4.63 -2.12 -3.46 0.446
H 3.20 -2.30 -2.43 0.318
H 4.76 -0.06 -1.89 0.511
H 3.69 1.30 -2.12 0.330
H 3.08 -0.14 -1.30 0.138
H -0.06 0.19 -5.45 0.413
H -0.45 1.87 -5.03 0.464
H -0.72 0.59 -3.85 0.505
H 0.51 -1.36 -3.21 0.277
C -1.63 1.17 -1.18 -0.337
C -3.01 0.55 -0.88 2.069
C -3.60 -0.01 -2.16 -1.496
C -3.01 -1.36 -2.58 0.242
C -3.19 -2.34 -1.42 -1.614
C -2.54 -1.88 -0.13 1.883
N -2.95 -0.51 0.14 0.095
O -2.36 -0.02 1.34 -0.430
C -3.05 -2.78 0.99 -1.926
C -1.02 -2.05 -0.22 -1.307
C -3.93 1.64 -0.34 -2.079
H -0.98 0.43 -1.64 -0.252
H -1.12 1.43 -0.25 -0.401
H -1.74 2.06 -1.80 0.659
H -4.69 -0.08 -2.08 0.411
H -3.39 0.70 -2.97 0.399
H -1.96 -1.27 -2.84 -0.371
H -3.59 -1.71 -3.43 0.509
H -2.81 -3.34 -1.66 0.484
H -4.26 -2.48 -1.24 0.368
H -4.14 -2.85 0.97 0.398
H -2.66 -3.79 0.93 0.373
H -2.77 -2.41 1.98 0.416
H -0.54 -1.60 0.65 -0.072
H -0.76 -3.11 -0.22 0.601
H -0.63 -1.62 -1.14 0.163
H -3.51 2.08 0.56 0.297
H -4.92 1.25 -0.15 0.500
H -4.01 2.45 -1.08 0.385
H -3.01 -0.27 2.01 0.330
C 1.50 0.51 0.76 -0.610
O 0.51 0.86 1.73 -0.460
H 2.30 -0.04 1.25 0.416
H 1.10 -0.14 -0.01 0.068
H 1.90 1.41 0.29 0.358
H -0.36 0.47 1.54 0.213
C -0.94 4.09 1.42 -0.485
O 0.41 3.65 1.35 -0.552
H -1.27 4.42 0.44 0.211
H -1.60 3.28 1.74 0.079
H -1.03 4.89 2.16 0.312
H 0.46 2.75 1.70 0.378
C -0.22 -1.20 9.28 -1.473
C 0.04 -1.82 7.92 0.441
C -0.02 -0.77 6.84 -0.712
O 0.26 -1.35 5.59 -0.330
C 0.59 -0.40 4.60 -0.668
N 1.32 -2.55 7.92 -0.726
H 0.06 -1.88 10.08 0.399
H -1.28 -0.97 9.39 0.356
H 0.30 -0.24 9.38 0.334
H -0.72 -2.58 7.69 0.319
H 0.67 0.07 7.07 0.351
H -1.02 -0.29 6.81 0.318
H 0.79 -0.93 3.68 0.227
H 1.46 0.20 4.90 0.348
H -0.22 0.32 4.45 0.263
H 2.11 -1.92 8.00 0.242
H 1.42 -3.05 7.04 0.292



No. 6
43
Properties=species:S:1:pos:R:3:mulliken_charge:R:1 method="wB97M-V/def2-TZVPD" s_squared=6.023 total_charge=+2 multiplicity=5
C 0.24 0.88 -5.11 1.173
C 1.61 1.38 -5.05 -1.186
C -0.01 -0.54 -5.40 -1.176
C -0.88 1.82 -5.08 -1.185
Cl 0.09 0.36 -1.55 -0.238
H -0.02 -0.68 -6.49 0.382
H -0.97 -0.87 -5.00 0.364
H 0.78 -1.18 -4.97 0.363
H 1.94 1.64 -6.07 0.392
H 2.30 0.63 -4.65 0.359
H 1.69 2.29 -4.43 0.370
H -1.08 2.17 -6.11 0.395
H -0.66 2.70 -4.46 0.368
H -1.80 1.35 -4.70 0.360
C 1.86 -0.98 2.66 0.085
C 1.09 -2.02 2.01 -0.485
C 1.38 -1.95 0.59 -0.607
H 0.39 -2.75 2.48 0.403
C 2.26 -0.79 0.39 -0.550
C 2.46 -0.17 1.67 -0.564
H 3.05 0.74 1.90 0.449
H 2.24 -0.95 3.70 0.570
H 1.17 -2.74 -0.13 0.492
H 2.81 -0.58 -0.52 0.575
C -2.10 0.93 2.20 -0.747
C -2.10 -0.43 2.64 0.185
C -2.07 -1.29 1.52 -0.803
H -2.23 -0.88 3.64 0.664
C -2.28 -0.46 0.33 -0.567
C -2.26 0.93 0.76 -0.165
H -2.48 1.80 0.14 0.447
H -1.87 1.85 2.77 0.367
H -2.07 -2.40 1.59 0.448
H -2.65 -0.83 -0.62 0.530
Pd -0.09 -0.25 0.70 0.096
N 0.02 1.34 5.06 -0.464
C 0.05 0.15 4.39 0.753
N -0.06 -1.03 5.04 -0.317
O 0.21 0.30 3.13 -0.409
H 0.04 1.40 6.07 0.223
H 0.07 2.07 4.34 0.239
H -0.05 -1.93 4.57 0.187
H -0.02 -1.03 6.05 0.224



Which relative energy (zero: lowest compared OMol25 entry of this formula, charge and spin) belongs to each record? In order, 0.0; 88.8; 82.3; 112.9; 0.0; 7.5 kcal/mol.
Which M belongs to each record? In order, 629.40; 133.19; 227.25; 216.18; 467.74; 389.23 g mol⁻¹.
Which DFT total energy belongs to each record? In order, -47281.0534; -12136.2831; -23459.0075; -24956.7993; -40517.7040; -36937.0820 eV.